## w
Density functional theory data (the ωB97M-V functional and the def2-TZVPD basis) for a cluster of 8 separate species, C36H48N8O12 in total.

The value obtained for the orbital gap is 0.24966 hartree. The HOMO energy is -8.8 eV. The calculation puts the molar mass at 784.8 g/mol. Its SMILES is O=[N+]([O-])c1ccccc1.O=[N+]([O-])c1ccccc1.O=[N+]([O-])c1ccccc1.O=[N+]([O-])c1ccccc1.CN(C)C=O.CN(C)C=O.CN(C)C=O.CN(C)C=O. The calculation puts the LUMO energy at -2.03 eV.

```
! wB97M-V def2-TZVPD RIJCOSX def2/J DEFGRID3
* xyz 0 1
O 2.810 -1.528 7.441
N 2.708 -0.555 6.753
O 3.692 0.085 6.289
C 1.412 -0.175 6.210
C 0.186 -1.085 6.392
C -1.147 -0.601 5.722
C -1.314 0.743 5.216
C -0.276 1.603 5.160
C 1.186 1.212 5.633
H 0.288 -2.068 6.759
H -1.967 -1.138 5.652
H -2.264 1.055 4.706
H -0.447 2.676 4.666
H 1.987 1.979 5.384
O 1.918 0.992 -4.844
N 2.401 -0.151 -4.528
O 2.433 -0.553 -3.332
C 2.516 -0.964 -5.622
C 2.694 -0.460 -7.074
C 3.031 -1.416 -8.229
C 2.973 -2.999 -8.001
C 2.682 -3.429 -6.626
C 2.582 -2.454 -5.418
H 2.560 0.655 -7.166
H 3.035 -0.939 -9.097
H 3.288 -3.740 -8.808
H 3.044 -4.454 -6.334
H 2.427 -2.900 -4.364
O -3.738 0.906 0.262
N -2.840 0.965 1.154
O -3.096 1.126 2.336
C -1.378 0.795 0.728
C -0.301 0.431 1.710
C 1.175 0.419 1.475
C 1.537 0.505 -0.033
C 0.561 0.472 -1.037
C -1.090 0.514 -0.821
H -0.590 0.194 2.679
H 1.850 0.242 2.226
H 2.584 0.519 -0.169
H 0.776 0.405 -2.061
H -1.873 0.545 -1.523
O 0.265 -3.580 -2.625
N -0.920 -3.563 -2.153
O -1.336 -4.228 -1.241
C -1.814 -2.518 -2.731
C -3.100 -2.152 -2.075
C -4.121 -1.070 -2.671
C -3.653 -0.347 -3.968
C -2.479 -0.684 -4.518
C -1.393 -1.732 -3.983
H -3.333 -2.650 -1.134
H -5.147 -0.975 -2.351
H -4.299 0.359 -4.586
H -2.409 -0.092 -5.558
H -0.447 -2.085 -4.803
C 6.702 -1.009 2.469
N 5.694 0.045 2.362
C 5.960 0.987 1.169
C 4.627 0.350 3.173
O 3.965 1.367 3.074
H 7.308 -1.244 1.624
H 6.179 -1.999 2.500
H 7.411 -0.856 3.476
H 5.038 1.589 1.084
H 6.278 0.351 0.333
H 6.859 1.663 1.327
H 4.528 -0.379 4.055
C -7.556 1.500 2.373
N -6.928 2.582 3.176
C -5.856 2.239 4.177
C -7.133 3.942 2.849
O -6.523 4.853 3.476
H -6.729 0.640 2.246
H -7.791 1.707 1.501
H -8.482 1.263 2.853
H -6.029 1.184 4.393
H -5.717 2.684 4.977
H -4.750 2.204 3.493
H -7.892 4.177 2.177
C -2.523 3.499 -2.319
N -1.675 4.205 -3.283
C -0.533 3.375 -3.720
C -1.923 5.347 -3.836
O -0.914 5.916 -4.422
H -2.488 2.458 -2.453
H -3.381 3.702 -2.282
H -2.053 3.533 -1.483
H -0.390 2.561 -3.072
H 0.393 3.900 -3.665
H -0.665 2.890 -4.774
H -2.913 5.776 -3.790
C 1.645 -3.126 0.348
N 2.074 -3.208 1.807
C 3.381 -3.880 2.050
C 1.189 -2.824 2.767
O 1.597 -2.921 4.004
H 2.585 -2.947 -0.203
H 0.944 -2.168 0.352
H 1.270 -3.935 0.063
H 3.335 -4.160 3.007
H 4.057 -2.994 2.015
H 3.765 -4.405 1.079
H 0.227 -2.549 2.405
*
```

## x
Density functional theory data (the ωB97M-V functional and the def2-TZVPD basis) for a cluster of 8 separate species, C36H48N8O12 in total.

The value obtained for the orbital gap is 0.26422 hartree. The HOMO energy is -9.0 eV. The calculation puts the molar mass at 784.8 g/mol. Its SMILES is O=[N+]([O-])c1ccccc1.O=[N+]([O-])c1ccccc1.O=[N+]([O-])c1ccccc1.O=[N+]([O-])c1ccccc1.CN(C)C=O.CN(C)C=O.CN(C)C=O.CN(C)C=O. The calculation puts the LUMO energy at -1.76 eV.

```
! wB97M-V def2-TZVPD RIJCOSX def2/J DEFGRID3
* xyz 0 1
O 6.600 -4.790 1.216
N 5.919 -4.239 2.107
O 5.542 -4.865 3.041
C 5.360 -2.935 1.731
C 3.991 -2.500 2.509
C 3.459 -1.141 2.252
C 4.111 -0.309 1.029
C 5.154 -0.708 0.278
C 5.850 -2.079 0.574
H 3.579 -3.010 3.375
H 2.789 -0.576 2.787
H 3.725 0.668 0.837
H 5.610 -0.209 -0.413
H 6.661 -2.375 0.115
O 2.983 3.116 3.433
N 2.285 3.027 4.494
O 2.648 3.713 5.443
C 0.809 2.650 4.431
C 0.023 2.437 5.663
C -1.474 2.246 5.543
C -2.049 1.985 4.159
C -1.402 1.893 3.099
C 0.231 2.285 3.036
H 0.416 2.414 6.634
H -2.037 2.358 6.546
H -3.060 1.875 4.053
H -2.070 1.569 2.307
H 0.910 2.213 2.039
O 0.480 -0.564 1.387
N 0.050 -0.136 0.298
O -0.512 0.887 0.197
C 0.347 -0.823 -0.944
C -0.389 -0.509 -2.238
C 0.210 -0.968 -3.594
C 1.407 -1.870 -3.502
C 2.020 -2.272 -2.403
C 1.496 -1.969 -0.968
H -1.237 0.175 -2.209
H -0.342 -0.640 -4.460
H 1.928 -2.272 -4.452
H 2.861 -2.836 -2.385
H 2.057 -2.272 -0.138
O -3.995 1.449 1.150
N -4.999 0.872 0.879
O -6.033 1.401 1.009
C -4.862 -0.301 -0.042
C -3.570 -0.769 -0.526
C -3.462 -2.119 -1.305
C -4.817 -2.714 -1.664
C -6.069 -2.124 -1.372
C -6.194 -1.008 -0.439
H -2.720 -0.410 -0.338
H -2.569 -2.550 -1.725
H -4.808 -3.649 -2.265
H -6.962 -2.705 -1.718
H -7.220 -0.826 -0.357
C 1.961 -3.902 5.263
N 1.715 -2.448 5.340
C 0.501 -1.838 4.672
C 2.722 -1.648 5.737
O 2.664 -0.410 5.698
H 1.213 -4.481 4.908
H 2.069 -4.313 6.162
H 2.922 -4.074 4.683
H 0.605 -1.981 3.554
H 0.394 -0.817 4.956
H -0.303 -2.579 5.059
H 3.597 -2.376 5.987
C -2.708 3.207 -0.919
N -4.034 3.098 -1.514
C -4.196 2.606 -2.829
C -4.974 3.769 -0.900
O -6.112 3.863 -1.367
H -2.373 4.198 -1.262
H -2.003 2.478 -1.047
H -2.707 3.106 0.090
H -3.461 2.310 -3.565
H -4.802 3.380 -3.255
H -5.019 1.707 -2.899
H -4.836 4.204 0.075
C 2.085 2.621 -1.591
N 3.552 2.727 -1.199
C 3.832 3.517 -0.035
C 4.429 2.141 -1.961
O 5.631 2.078 -1.729
H 1.709 3.510 -1.000
H 1.648 1.864 -1.129
H 1.892 2.687 -2.725
H 4.023 4.484 -0.340
H 4.778 3.198 0.478
H 3.248 3.356 0.926
H 3.810 1.855 -2.880
C -1.022 -1.812 -7.361
N -1.765 -1.012 -6.547
C -2.661 -1.759 -5.524
C -1.757 0.294 -6.604
O -2.500 1.127 -5.928
H -0.430 -1.316 -8.045
H -1.794 -2.270 -7.997
H -0.688 -2.552 -6.747
H -2.099 -2.689 -5.267
H -3.795 -1.790 -5.793
H -2.794 -1.311 -4.674
H -0.824 0.802 -7.147
*
```

Relative energies, in eV, with the most stable structure set to zero: w 2.719; x 0.000.